# 1
{
  "formula": "C28H26FN3O4",
  "method": "ωB97M-V with the def2-TZVPD basis set",
  "orbital_gap_ha": 0.2826,
  "relative_energy_ev": 26.264,
  "charge": 0,
  "symbols": ["O", "C", "N", "H", "C", "H", "H", "C", "C", "H", "C", "H", "C", "H", "H", "O", "H", "H", "H", "C", "C", "C", "C", "C", "C", "C", "H", "H", "N", "C", "O", "N", "C", "C", "C", "C", "C", "C", "C", "O", "H", "H", "H", "H", "C", "C", "C", "C", "C", "C", "C", "H", "H", "H", "H", "F", "H", "H", "H", "H", "H", "H"],
  "positions_angstrom": [[1.663, -6.296, -0.707], [1.526, -5.619, 0.121], [0.488, -5.478, 0.825], [0.360, -4.597, 1.474], [-1.031, -5.782, 0.208], [-0.771, -6.530, -0.277], [-1.582, -6.019, 1.370], [-1.596, -4.648, -0.484], [-2.025, -3.456, 0.465], [-1.825, -2.574, 0.121], [-3.386, -3.596, 0.633], [-3.785, -4.192, 1.321], [-4.043, -4.310, -0.864], [-3.790, -3.596, -1.504], [-4.805, -4.868, -0.893], [-2.839, -5.141, -0.796], [-4.258, -2.677, 0.733], [-1.679, -3.535, 1.628], [-0.890, -4.405, -1.225], [2.731, -4.524, 0.722], [2.201, -3.096, 0.465], [2.027, -2.313, 1.878], [1.469, -1.171, 1.729], [1.097, -0.547, 0.608], [1.512, -1.334, -0.965], [1.901, -2.645, -0.676], [1.908, -3.093, -1.595], [1.237, -0.919, -1.709], [0.386, 0.763, 0.466], [1.121, 1.732, 0.848], [2.415, 1.595, 1.142], [0.548, 3.020, 0.579], [-0.686, 3.133, 0.241], [-1.434, 4.468, 0.083], [-2.658, 4.601, -0.376], [-3.136, 3.381, -0.722], [-2.740, 2.163, -0.855], [-1.459, 2.062, 0.073], [-0.840, 0.722, -0.094], [-1.331, -0.208, -0.320], [-3.383, 1.246, -0.831], [-4.256, 3.704, -0.920], [-3.066, 5.647, -0.418], [-0.918, 5.385, 0.432], [1.437, 4.222, 1.065], [1.737, 4.819, -0.040], [1.598, 6.286, 0.022], [1.985, 7.029, -1.034], [2.799, 6.479, -2.270], [2.899, 5.267, -2.168], [2.433, 4.340, -1.196], [2.534, 3.268, -1.229], [3.296, 4.466, -3.168], [2.945, 7.074, -2.911], [1.957, 8.108, -0.887], [1.242, 6.912, 1.282], [2.178, 3.740, 1.573], [0.800, 4.812, 1.901], [1.245, -0.654, 2.599], [2.112, -2.984, 2.977], [2.907, -4.895, 1.524], [3.517, -4.741, 0.027]],
  "nbo_charge": [-0.570, 0.715, -0.657, 0.394, -0.102, 0.180, 0.186, 0.045, -0.459, 0.235, -0.360, 0.189, -0.027, 0.163, 0.176, -0.554, 0.194, 0.203, 0.183, -0.507, 0.048, -0.157, -0.349, 0.221, -0.022, -0.326, 0.226, 0.141, -0.509, 0.787, -0.668, -0.397, 0.190, -0.168, -0.221, -0.217, -0.181, -0.205, 0.696, -0.518, 0.249, 0.186, 0.243, 0.205, -0.234, -0.100, 0.373, -0.263, -0.162, -0.152, -0.182, 0.235, 0.186, 0.186, 0.224, -0.359, 0.274, 0.236, 0.219, 0.239, 0.183, 0.214]
}


# 2
{
  "formula": "C28H26IrN4P2S3",
  "method": "ωB97M-V with the def2-TZVPD basis set",
  "orbital_gap_ha": [0.2424, 0.2423],
  "charge": 1,
  "symbols": ["Ir", "S", "P", "C", "P", "S", "C", "C", "C", "C", "C", "C", "C", "C", "C", "C", "C", "C", "C", "C", "C", "C", "C", "C", "C", "C", "C", "C", "C", "C", "H", "H", "H", "H", "H", "H", "H", "H", "H", "H", "H", "H", "H", "H", "H", "H", "H", "H", "H", "H", "C", "C", "N", "N", "C", "S", "N", "N", "H", "H", "H", "H", "H", "H"],
  "positions_angstrom": [[-0.033, -1.855, 0.987], [2.207, -1.754, -0.009], [1.607, 0.164, -0.097], [-0.002, -0.010, 0.492], [-1.584, 0.184, -0.156], [-2.193, -1.735, -0.140], [-1.742, 0.973, -1.754], [-1.514, 0.252, -2.924], [-1.580, 0.894, -4.152], [-1.880, 2.249, -4.212], [-2.113, 2.970, -3.049], [-2.039, 2.336, -1.818], [-2.595, 1.159, 0.963], [-3.984, 1.131, 0.822], [-4.781, 1.881, 1.669], [-4.195, 2.663, 2.660], [-2.817, 2.692, 2.804], [-2.012, 1.937, 1.957], [2.579, 1.186, 1.025], [2.331, 1.135, 2.398], [3.098, 1.893, 3.266], [4.113, 2.707, 2.774], [4.366, 2.758, 1.413], [3.601, 1.997, 0.538], [1.789, 0.895, -1.716], [1.335, 2.202, -1.915], [1.435, 2.786, -3.165], [1.995, 2.070, -4.219], [2.449, 0.774, -4.025], [2.340, 0.179, -2.774], [-1.288, -0.806, -2.868], [-1.405, 0.337, -5.063], [-1.942, 2.743, -5.173], [-2.356, 4.023, -3.101], [-2.232, 2.899, -0.912], [-4.442, 0.518, 0.054], [-5.858, 1.858, 1.561], [-4.819, 3.247, 3.325], [-2.364, 3.299, 3.577], [-0.934, 1.947, 2.073], [1.540, 0.502, 2.782], [2.905, 1.853, 4.330], [4.706, 3.302, 3.457], [5.157, 3.388, 1.028], [3.811, 2.038, -0.523], [0.909, 2.768, -1.094], [1.080, 3.796, -3.320], [2.077, 2.529, -5.196], [2.884, 0.222, -4.849], [2.681, -0.836, -2.619], [0.091, -7.139, 0.799], [0.003, -6.178, 1.924], [-0.052, -6.471, 3.181], [-0.125, -5.252, 3.822], [-0.114, -4.213, 2.991], [-0.186, -2.544, 3.232], [-0.031, -4.798, 1.777], [-0.011, -3.990, 0.625], [0.120, -8.144, 1.210], [0.994, -6.976, 0.209], [-0.775, -7.054, 0.140], [-0.182, -5.215, 4.826], [0.823, -4.190, 0.079], [-0.847, -4.171, 0.073]],
  "nbo_charge": [0.526, -0.531, 1.450, -1.171, 1.428, -0.516, -0.362, -0.193, -0.196, -0.175, -0.215, -0.193, -0.337, -0.191, -0.205, -0.183, -0.197, -0.215, -0.337, -0.206, -0.194, -0.184, -0.193, -0.207, -0.466, -0.173, -0.205, -0.174, -0.228, -0.110, 0.234, 0.226, 0.226, 0.228, 0.231, 0.227, 0.227, 0.226, 0.224, 0.228, 0.226, 0.223, 0.225, 0.225, 0.227, 0.225, 0.228, 0.226, 0.227, 0.228, -0.671, 0.367, -0.219, -0.359, 0.234, 0.054, -0.240, -0.585, 0.274, 0.243, 0.244, 0.442, 0.417, 0.416]
}


# 3
{
  "formula": "C28H26N",
  "method": "ωB97M-V with the def2-TZVPD basis set",
  "orbital_gap_ha": 0.2132,
  "relative_energy_ev": 0.000,
  "charge": 1,
  "symbols": ["C", "C", "C", "C", "C", "C", "C", "C", "C", "C", "C", "C", "C", "C", "H", "H", "H", "H", "H", "H", "H", "H", "H", "H", "H", "H", "H", "C", "N", "C", "C", "C", "H", "C", "C", "C", "C", "C", "C", "C", "C", "C", "C", "H", "H", "H", "H", "H", "H", "H", "H", "H", "H", "H", "H"],
  "positions_angstrom": [[-5.373, 1.059, -2.297], [-3.964, 1.423, -1.947], [-3.694, 2.709, -1.463], [-2.389, 3.089, -1.208], [-1.318, 2.213, -1.439], [0.043, 2.860, -1.387], [1.330, 2.074, -1.546], [2.481, 2.570, -0.913], [3.743, 2.074, -1.242], [3.867, 1.036, -2.173], [2.720, 0.488, -2.755], [1.458, 1.028, -2.463], [-1.607, 0.873, -1.746], [-2.920, 0.499, -2.063], [-5.396, 0.163, -2.921], [-5.966, 0.869, -1.393], [-5.870, 1.873, -2.839], [-4.515, 3.422, -1.342], [-2.178, 4.109, -0.870], [0.051, 3.630, -2.176], [2.381, 3.379, -0.183], [4.631, 2.511, -0.782], [4.859, 0.660, -2.438], [2.797, -0.328, -3.471], [0.572, 0.681, -2.990], [-0.811, 0.134, -1.785], [-3.135, -0.506, -2.441], [1.158, -4.216, 1.536], [0.843, -2.842, 1.917], [1.914, -1.977, 2.071], [1.659, -0.630, 2.509], [0.361, -0.301, 2.889], [0.100, 3.404, -0.458], [-0.705, -1.033, 2.376], [-0.469, -2.397, 1.963], [-1.566, -3.184, 1.563], [-2.812, -2.588, 1.357], [-2.999, -1.211, 1.584], [-1.980, -0.459, 2.144], [2.703, 0.329, 2.420], [3.941, -0.037, 1.920], [4.219, -1.383, 1.616], [3.223, -2.355, 1.730], [0.264, -4.821, 1.443], [1.691, -4.249, 0.583], [1.797, -4.681, 2.289], [0.171, 0.624, 3.435], [-1.459, -4.256, 1.389], [-3.639, -3.193, 0.996], [-3.948, -0.738, 1.333], [-2.107, 0.602, 2.378], [2.469, 1.358, 2.710], [4.712, 0.722, 1.776], [5.211, -1.676, 1.280], [3.450, -3.403, 1.522]],
  "nbo_charge": [-0.631, -0.040, -0.206, -0.195, -0.023, -0.473, 0.076, -0.239, -0.215, -0.230, -0.190, -0.261, -0.243, -0.170, 0.217, 0.218, 0.226, 0.219, 0.212, 0.237, 0.209, 0.216, 0.220, 0.217, 0.221, 0.210, 0.204, -0.422, -0.326, 0.299, -0.140, 0.031, 0.216, -0.152, 0.309, -0.282, -0.114, -0.208, -0.121, -0.122, -0.207, -0.110, -0.283, 0.231, 0.229, 0.230, 0.239, 0.233, 0.241, 0.246, 0.238, 0.235, 0.243, 0.242, 0.239]
}


# 4
{
  "formula": "C28H26N2O7",
  "method": "ωB97M-V with the def2-TZVPD basis set",
  "orbital_gap_ha": 0.3225,
  "smiles": "COc1ccc(N2C(=O)[C@@H]3[C@@H](c4ccc(OC)cc4O)N[C@](Cc4ccccc4)(C(=O)O)[C@@H]3C2=O)cc1",
  "relative_energy_ev": 0.000,
  "charge": 0,
  "symbols": ["C", "O", "C", "C", "C", "C", "N", "C", "O", "C", "C", "C", "C", "C", "C", "O", "C", "C", "C", "O", "N", "C", "C", "C", "C", "C", "C", "C", "C", "C", "O", "O", "C", "C", "O", "C", "C", "H", "H", "H", "H", "H", "H", "H", "H", "H", "H", "H", "H", "H", "H", "H", "H", "H", "H", "H", "H", "H", "H", "H", "H", "H", "H"],
  "positions_angstrom": [[-8.893, -1.006, 0.802], [-8.030, 0.077, 0.551], [-6.716, -0.177, 0.313], [-5.913, 0.942, 0.075], [-4.567, 0.801, -0.172], [-4.002, -0.470, -0.194], [-2.612, -0.613, -0.453], [-1.778, -1.442, 0.268], [-2.094, -2.105, 1.219], [-0.391, -1.367, -0.360], [0.660, -1.013, 0.692], [2.074, -1.443, 0.371], [2.511, -1.862, -0.873], [3.835, -2.196, -1.113], [4.764, -2.114, -0.084], [6.084, -2.413, -0.191], [6.576, -2.855, -1.434], [4.342, -1.687, 1.175], [3.021, -1.349, 1.402], [2.602, -0.904, 2.617], [0.519, 0.442, 0.772], [0.221, 0.997, -0.544], [1.433, 1.537, -1.332], [2.335, 2.366, -0.459], [3.501, 1.815, 0.059], [4.317, 2.551, 0.900], [3.977, 3.851, 1.232], [2.824, 4.413, 0.709], [2.007, 3.677, -0.131], [-0.807, 2.142, -0.327], [-1.023, 3.001, -1.131], [-1.437, 2.053, 0.839], [-0.476, -0.174, -1.308], [-1.969, 0.059, -1.484], [-2.513, 0.676, -2.354], [-4.788, -1.586, 0.036], [-6.140, -1.443, 0.294], [-8.941, -1.688, -0.053], [-8.591, -1.562, 1.696], [-9.875, -0.567, 0.966], [-6.373, 1.916, 0.095], [-3.953, 1.670, -0.348], [-0.184, -2.320, -0.847], [0.389, -1.435, 1.668], [1.814, -1.939, -1.693], [4.122, -2.516, -2.101], [6.450, -2.092, -2.209], [6.090, -3.782, -1.751], [7.638, -3.039, -1.281], [5.073, -1.622, 1.968], [3.337, -0.927, 3.242], [1.327, 0.880, 1.205], [2.000, 0.698, -1.740], [1.039, 2.141, -2.152], [3.779, 0.804, -0.205], [5.221, 2.108, 1.292], [4.612, 4.427, 1.888], [2.559, 5.430, 0.956], [1.113, 4.121, -0.541], [-1.010, 1.326, 1.353], [-0.013, -0.316, -2.285], [-4.347, -2.570, 0.024], [-6.730, -2.328, 0.474]],
  "nbo_charge": [-0.252, -0.489, 0.312, -0.250, -0.164, 0.072, -0.493, 0.719, -0.562, -0.321, -0.066, -0.077, -0.186, -0.335, 0.339, -0.490, -0.253, -0.345, 0.328, -0.672, -0.673, 0.042, -0.457, 0.052, -0.262, -0.199, -0.219, -0.201, -0.236, 0.779, -0.576, -0.683, -0.318, 0.711, -0.526, -0.118, -0.326, 0.176, 0.177, 0.201, 0.228, 0.240, 0.253, 0.243, 0.210, 0.223, 0.179, 0.179, 0.204, 0.222, 0.490, 0.408, 0.216, 0.254, 0.216, 0.210, 0.213, 0.216, 0.234, 0.516, 0.249, 0.218, 0.220]
}


no.,electronic energy (eV),strongest force on any atom (eV/Å)
1,-44811.9537,18.0
2,-89336.2244,1.0
3,-30942.0353,1.2
4,-46772.2321,0.6